The following is a DFT calculation (ωB97M-V/def2-TZVPD) of a structure of composition C40H33BrIrN3O5PS2 in a non-equilibrium geometry.

CARTESIAN COORDINATES (ANGSTROEM)
Ir  -0.0724  0.1500  -0.5051
Br  0.8697  -0.3978  2.6506
C  1.1442  -2.2009  2.1096
C  1.8615  -2.9793  2.9706
C  2.0321  -4.3507  2.7029
C  1.4377  -4.8996  1.6077
C  0.6812  -4.1071  0.7103
C  0.0373  -4.7204  -0.3923
C  -0.7119  -3.9781  -1.2517
C  -0.7965  -2.5815  -1.0789
C  -0.1484  -1.9113  -0.0606
C  0.5539  -2.7003  0.9122
H  2.2854  -2.5412  3.8636
H  2.6141  -4.9585  3.3827
H  1.5302  -5.9594  1.4023
H  0.1513  -5.7891  -0.5292
H  -1.2182  -4.4430  -2.0882
H  -1.3704  -2.0175  -1.8084
O  2.6532  -0.5744  -0.5059
C  2.1068  0.4998  -0.3701
C  2.6635  1.8185  -0.2868
C  4.0374  2.0551  -0.5030
C  4.5222  3.3410  -0.4919
C  3.6679  4.4285  -0.2580
C  2.3251  4.2011  -0.0073
C  1.8173  2.9053  -0.0085
P  0.1361  2.4879  0.4772
C  -0.9148  3.7758  -0.2609
C  -0.6719  4.1359  -1.5871
C  -1.4904  5.0543  -2.2245
C  -2.5617  5.6234  -1.5506
C  -2.8037  5.2778  -0.2297
C  -1.9863  4.3591  0.4132
C  0.0705  2.7878  2.2748
C  1.1752  3.2394  2.9937
C  1.0994  3.4039  4.3702
C  -0.0788  3.1239  5.0452
C  -1.1799  2.6579  4.3397
C  -1.1000  2.4738  2.9682
H  4.6874  1.2124  -0.7009
H  5.5747  3.5168  -0.6749
H  4.0563  5.4380  -0.2663
H  1.6601  5.0336  0.1943
H  0.1558  3.6874  -2.1202
H  -1.2907  5.3222  -3.2538
H  -3.2014  6.3383  -2.0516
H  -3.6271  5.7304  0.3084
H  -2.1766  4.1219  1.4506
H  2.1021  3.4559  2.4801
H  1.9674  3.7524  4.9147
H  -0.1374  3.2581  6.1175
H  -2.0995  2.4290  4.8653
H  -1.9486  2.0735  2.4257
O  -1.7530  0.0760  -3.7938
S  -0.3480  0.4600  -3.7430
N  -0.0742  1.0304  -2.2479
S  -2.5682  0.3973  -0.5143
C  -3.0821  -0.1128  1.0390
N  -4.0448  0.5712  1.6720
C  -4.5591  0.2189  2.9912
C  -3.4918  -0.5470  3.7597
C  -2.9878  -1.7007  2.9123
N  -2.5814  -1.1952  1.6114
H  -4.3939  1.3799  1.1837
H  -5.4693  -0.3797  2.8971
H  -4.8199  1.1427  3.5074
H  -3.9024  -0.9200  4.6971
H  -2.6538  0.1149  3.9920
H  -3.7694  -2.4554  2.7855
H  -2.1250  -2.1816  3.3721
H  -1.8270  -1.6467  1.1033
O  0.9458  -3.5614  -6.9102
C  1.4233  -3.8978  -5.7037
C  2.0495  -5.1386  -5.5767
C  2.5672  -5.5310  -4.3597
C  2.4741  -4.7058  -3.2398
C  1.8479  -3.4828  -3.3548
C  1.3160  -3.0618  -4.5754
C  0.6377  -1.7594  -4.7071
O  0.2196  -1.3261  -5.7699
O  0.4976  -1.0786  -3.5624
H  0.5615  -2.6597  -6.8284
H  2.1187  -5.7686  -6.4531
H  3.0547  -6.4950  -4.2796
H  2.8853  -5.0172  -2.2889
H  1.7626  -2.8284  -2.5002

Calculated values
- orbital gap (alpha / beta) (eV) = 4.32 / 6.65
- calculated total energy (eV) = -160560.460
- <S²> = 8.779
- 2S+1 = 6